Below is a structure of composition C6H9BrF2NO6, with properties calculated with ωB97M-V with the def2-TZVPD basis set.

Each line ends with the Löwdin charge.
CARTESIAN COORDINATES (ANGSTROEM)
N1 4.2483 0.3318 0.9369  -0.198
Br1 2.3293 0.1233 0.8603  0.981
H1 4.5160 0.7177 1.8424  0.112
H2 4.6887 -0.5774 0.8079  0.112
H3 4.5554 0.9742 0.2064  0.113
C1 -0.4089 1.8438 -1.1933  -0.078
C2 0.2491 2.1063 -2.5378  -0.325
O1 -0.6263 3.0318 -3.1246  0.138
C3 -1.2667 3.7190 -2.1267  -0.534
O2 -1.8809 4.7102 -2.2724  0.211
O3 -1.0652 3.0811 -0.9416  0.074
F1 0.3255 0.9890 -3.3019  0.075
H4 -1.1405 1.0389 -1.2766  0.141
H5 0.2888 1.6201 -0.3918  0.065
H6 1.2474 2.5493 -2.4827  0.169
C4 -1.4838 -3.1938 2.3158  -0.008
C5 -2.4172 -3.0057 1.1275  -0.283
O4 -1.9843 -1.7330 0.6252  0.167
C6 -0.7141 -1.5591 0.9798  -0.556
O5 -0.0075 -0.7022 0.5149  -0.056
O6 -0.3237 -2.4439 1.8955  0.088
F2 -3.7050 -2.9259 1.4818  0.112
H7 -1.9050 -2.7298 3.2071  0.152
H8 -1.2115 -4.2234 2.5167  0.146
H9 -2.3078 -3.7422 0.3311  0.180

Values from the calculation:
- charge = +1
- E (Ha) = -3513.7048
- highest occupied orbital energy (eV) = -13.5
- LUMO level (eV) = -5.224



Below is a structure of composition C44H41N5O5Ti, with properties calculated with ωB97M-V with the def2-TZVPD basis set.

Each line ends with the Löwdin charge.
CARTESIAN COORDINATES (ANGSTROEM)
Ti1 -0.3249 1.8020 -0.1562  1.035
O1 2.6328 4.2104 1.6855  0.016
C1 1.6888 3.4935 1.3428  -0.479
N1 1.1160 3.3288 0.1433  0.026
C2 1.5071 4.0861 -0.9818  -0.205
C3 2.3875 5.1683 -0.9675  -0.029
C4 2.6912 5.8394 -2.1449  -0.116
C5 2.1243 5.4321 -3.3400  -0.112
C6 1.2403 4.3622 -3.3699  -0.022
C7 0.9166 3.6753 -2.1983  -0.206
N2 0.1115 2.5203 -2.1288  0.001
C8 -0.7070 2.2022 -3.1568  -0.472
O2 -1.0585 2.9120 -4.0974  0.035
C9 -1.1998 0.7703 -3.1814  -0.210
C10 -2.5210 0.5243 -3.5381  -0.006
C11 -2.9392 -0.7836 -3.6708  -0.065
C12 -2.0117 -1.7985 -3.4893  -0.068
C13 -0.7165 -1.4544 -3.1448  -0.139
N3 -0.3087 -0.1969 -2.9681  0.143
C14 1.0467 2.6279 2.3993  -0.187
C15 1.4887 2.6643 3.7113  0.006
C16 0.8649 1.8527 4.6430  -0.048
C17 -0.1827 1.0397 4.2348  -0.035
C18 -0.5575 1.0562 2.9044  -0.097
N4 0.0596 1.8229 2.0017  0.046
H1 2.8313 5.4701 -0.0342  0.089
H2 3.3742 6.6800 -2.1184  0.088
H3 2.3601 5.9505 -4.2620  0.090
H4 0.7851 4.0610 -4.2980  0.094
H5 -3.1836 1.3623 -3.7026  0.119
H6 -3.9700 -1.0127 -3.9090  0.106
H7 -2.2860 -2.8403 -3.5914  0.099
H8 0.0334 -2.2257 -3.0014  0.097
H9 2.3040 3.3302 3.9552  0.117
H10 1.1850 1.8577 5.6776  0.104
H11 -0.7132 0.4029 4.9286  0.108
H12 -1.3754 0.4523 2.5407  0.100
C19 -2.1935 2.9404 -0.0171  -0.183
C20 -2.8620 2.7447 1.2763  -0.324
C21 -2.5773 3.5581 2.3851  -0.076
C22 -3.1214 3.3070 3.6341  -0.117
C23 -3.9834 2.2334 3.8293  -0.131
C24 -4.2998 1.4303 2.7386  -0.113
C25 -3.7553 1.6811 1.4880  -0.064
H13 -1.8904 3.9803 -0.1753  0.059
H14 -2.8142 2.6142 -0.8573  0.056
H15 -1.8953 4.3926 2.2547  0.111
H16 -2.8670 3.9545 4.4662  0.093
H17 -4.4099 2.0358 4.8051  0.084
H18 -4.9870 0.5995 2.8606  0.094
H19 -4.0079 1.0376 0.6525  0.101
C26 0.4757 -7.0932 -1.9970  -0.057
C27 1.0966 -5.7520 -1.7025  -0.233
C28 2.4315 -5.5316 -2.0279  -0.067
C29 3.0209 -4.3000 -1.7952  -0.084
C30 2.2898 -3.2918 -1.1923  -0.021
C31 0.9564 -3.4972 -0.8448  -0.233
N5 0.2076 -2.4646 -0.2622  0.106
C32 -0.4772 -2.6438 0.9493  -0.209
C33 -0.0632 -3.5854 1.8898  -0.028
C34 -0.7839 -3.7712 3.0604  -0.093
C35 -1.9239 -3.0201 3.3107  -0.093
C36 -2.3441 -2.0862 2.3726  -0.028
C37 -1.6307 -1.8935 1.1996  -0.083
C38 -2.0974 -0.8855 0.1788  -0.568
O3 -3.1560 -1.0364 -0.3975  0.086
O4 -1.2975 0.1255 0.0504  -0.146
C39 0.3353 -4.7242 -1.1360  -0.165
C40 -1.1363 -4.9024 -0.8794  -0.019
H20 1.2362 -7.8045 -2.3180  0.070
H21 -0.2711 -7.0219 -2.7914  0.081
H22 -0.0278 -7.5034 -1.1198  0.082
H23 3.0067 -6.3322 -2.4784  0.101
H24 4.0556 -4.1305 -2.0659  0.100
H25 2.7457 -2.3346 -0.9793  0.083
H26 0.4149 -1.5088 -0.5322  0.108
H27 0.8250 -4.1733 1.6906  0.118
H28 -0.4485 -4.5062 3.7821  0.096
H29 -2.4868 -3.1655 4.2239  0.095
H30 -3.2416 -1.5017 2.5399  0.113
H31 -1.3317 -5.2854 0.1267  0.090
H32 -1.5761 -5.6007 -1.5904  0.071
H33 -1.6603 -3.9497 -0.9650  0.081
C41 3.7499 1.3203 -0.5413  -0.120
C42 3.6473 0.7697 0.8975  -0.120
C43 2.3843 -0.0952 0.8737  -0.173
O5 1.6270 0.3451 -0.2620  -0.239
C44 2.6026 0.6411 -1.2831  -0.163
H34 4.7081 1.0891 -1.0068  0.110
H35 3.6235 2.4021 -0.5481  0.099
H36 3.5579 1.5848 1.6144  0.095
H37 4.5159 0.1733 1.1785  0.108
H38 1.7555 -0.0030 1.7561  0.113
H39 2.6292 -1.1540 0.7391  0.105
H40 2.1103 1.2473 -2.0360  0.103
H41 2.9163 -0.3037 -1.7402  0.112

Values from the calculation:
- charge = -1
- E (Ha) = -3201.0291
- highest occupied orbital energy (alpha / beta) (eV) = -4.4 / -4.6
- spin multiplicity = 2
- expectation value of S² = 0.754
- LUMO level (alpha / beta) (eV) = 2.371 / 2.370



Below is the molecule C5H8N2, with properties calculated with ωB97M-V with the def2-TZVPD basis set.

Each line ends with the Löwdin charge.
CARTESIAN COORDINATES (ANGSTROEM)
C1 -1.9256 0.3364 -0.3581  -0.085
C2 -0.9816 -0.6807 0.2806  -0.200
N1 0.3809 -0.1984 0.5916  -0.087
C3 1.3937 -0.8477 -0.0907  -0.112
C4 2.3286 0.0790 -0.4082  -0.153
N2 1.9850 1.2943 0.1574  0.050
C5 0.8309 1.0981 0.7398  -0.191
H1 -2.8596 -0.1907 -0.5816  0.075
H2 -2.1692 1.1970 0.2729  0.072
H3 -1.5316 0.6980 -1.3145  0.083
H4 -0.8248 -1.4596 -0.4691  0.104
H5 -1.4364 -1.1836 1.1376  0.113
H6 1.3051 -1.9132 -0.2582  0.114
H7 3.1689 -0.0541 -1.0791  0.094
H8 0.3356 1.8252 1.3797  0.123

Values from the calculation:
- E (Ha) = -304.8096
- highest occupied orbital energy (eV) = -8.8
- SMILES = CCn1ccnc1
- LUMO level (eV) = 0.949



Below is the ion C7H13N2O with charge +1 at a distorted geometry, with properties calculated with ωB97M-V with the def2-TZVPD basis set.

Each line ends with the Löwdin charge.
CARTESIAN COORDINATES (ANGSTROEM)
C1 0.5584 -0.5786 -0.5635  -0.508
C2 1.2763 1.6917 0.3653  -0.027
C3 0.2514 -0.0613 2.2387  -0.073
C4 1.4232 0.6390 1.3694  -0.238
C5 -0.7915 -0.4494 0.1343  -0.132
C6 0.4936 -0.2304 -2.1042  0.046
C7 -2.0873 -0.3247 -0.5698  0.030
N1 1.5947 0.2717 0.0062  0.029
N2 -0.8741 -0.2931 1.4199  0.125
O1 0.9725 -1.8577 -0.2592  0.073
H1 0.2403 1.9909 0.3129  0.117
H2 1.9548 2.4997 0.5546  0.120
H3 0.7488 -1.0055 2.6447  0.159
H4 0.1512 0.5933 3.1344  0.146
H5 2.4157 0.7161 1.8881  0.165
H6 -0.1067 0.6420 -2.1623  0.068
H7 0.0716 -0.9321 -2.7880  0.091
H8 1.4682 -0.0611 -2.4445  0.081
H9 -2.9655 -0.3039 0.1166  0.112
H10 -2.2159 -1.1858 -1.3719  0.165
H11 -1.9158 0.6019 -1.1189  0.101
H12 1.9317 -1.8656 -0.3185  0.133
H13 -1.7381 -0.1356 2.0122  0.217

Values from the calculation:
- charge = +1
- E (Ha) = -458.9478
- highest occupied orbital energy (eV) = -13.7
- SMILES = CC1=[NH+]C[C@@H]2CN2[C@@]1(C)O
- LUMO level (eV) = -4.444